Entry from OMol25: a molecular structure, C3H4N2O3 in a non-equilibrium geometry (the ωB97M-V functional and the def2-TZVPD basis).

Summary:
ΔE to the lowest compared entry with this formula, charge and spin ... 688.24 kJ/mol
Frontier orbital gap ... 9.2 eV
HOMO level ... -9.38 eV

Cartesian coordinates (Å):
O -1.84 0.27 -0.64
O 0.21 0.99 0.14
O 2.63 0.29 -0.29
N -1.67 -1.04 -0.02
N 1.72 -0.72 0.00
C 0.46 -0.30 0.20
C -1.26 1.13 0.30
C -0.50 -1.20 0.20
H 2.22 1.33 0.23
H -1.42 2.20 0.22
H 0.06 -2.07 0.53
H -1.44 0.71 1.27